Entry 1:
The following is a quantum chemistry calculation of C32H44CrF5N8O6P2S4 as an isolated structure, from the Open Molecules 2025 dataset.

Properties
<S²>: 0.77
Charge: 0
Frontier orbital gap (spin up / spin down), eV: 6.6 / 7.3
Energy, Ha: -5954.6993
ΔE to the lowest compared entry with this formula, charge and spin, kJ/mol: 0.0
Spin multiplicity: 2

```
102
C32H44CrF5N8O6P2S4 (ωB97M-V with the def2-TZVPD basis set)
Cr -0.39 0.72 0.76
S 2.72 2.85 -1.22
S -1.77 1.10 2.62
S -1.98 0.06 -0.81
S 1.59 1.20 2.25
P 0.14 -2.61 1.05
P 1.04 -1.71 -1.55
F 0.08 -0.38 8.02
F -1.39 -1.70 3.79
F -1.03 2.88 4.87
F -0.21 2.23 7.32
F -0.51 -2.33 6.23
O 0.09 -1.17 1.41
O 0.51 -2.85 -0.50
O 3.23 4.09 -0.68
O 0.82 -0.34 -1.05
O 3.62 1.72 -1.21
O 1.40 0.45 3.52
N 1.39 -3.31 1.85
N 0.24 -2.08 -2.92
N 2.65 -2.04 -1.73
N -1.27 -3.40 1.32
N -0.76 2.62 0.26
N 1.38 2.35 -0.41
N 0.24 4.38 -0.98
N 0.97 3.61 -6.83
C -1.24 0.61 4.22
C 1.87 4.53 -4.77
C -0.47 -1.06 -3.68
C 3.32 0.95 1.89
C -1.88 3.35 0.38
C 0.30 3.16 -0.40
C -0.94 1.58 5.18
C 1.37 3.45 -5.51
C -0.88 5.07 -0.84
C -0.35 -0.06 6.80
C 1.77 2.00 -3.61
C -1.41 -4.75 0.77
C -2.55 -2.65 1.26
C 0.03 -3.45 -3.38
C 2.30 4.35 -3.47
C -6.53 0.57 -0.68
C 1.84 -4.67 1.56
C -3.73 0.31 -0.66
C -5.83 0.44 -1.87
C -0.66 -1.04 5.89
C -1.99 4.61 -0.14
C -5.83 0.56 0.52
C 3.48 -1.49 -0.64
C -4.45 0.31 -1.86
C 1.33 2.18 -4.91
C 1.65 2.94 2.68
C -1.11 -0.70 4.63
C -0.50 1.26 6.44
C 1.51 -2.94 3.28
C 3.08 -3.38 -2.15
C 2.26 3.09 -2.90
C -4.44 0.44 0.54
H 1.74 1.03 -3.14
H 3.47 -0.13 1.87
H 4.14 -3.33 -2.40
H 2.23 3.00 3.60
H -1.72 -4.73 -0.28
H 0.63 -3.67 -4.26
H -3.90 0.22 -2.79
H 3.36 -0.41 -0.59
H 1.30 -5.42 2.14
H 2.54 -3.70 -3.04
H 2.11 3.51 1.87
H 2.95 -4.12 -1.36
H 0.26 -4.17 -2.60
H 1.90 5.51 -5.23
H -2.40 -1.62 1.57
H -2.17 -5.28 1.35
H 0.62 3.26 2.85
H -1.02 -3.58 -3.65
H 2.67 5.18 -2.88
H -7.61 0.67 -0.68
H -6.36 0.65 1.46
H -0.89 6.05 -1.32
H -0.48 -5.31 0.85
H 0.79 -3.49 3.90
H -1.55 -1.22 -3.61
H 0.94 1.34 -5.48
H 3.85 1.38 2.74
H 0.75 4.55 -7.11
H 3.62 1.40 0.95
H -0.18 -1.12 -4.73
H 3.24 -1.94 0.33
H 4.53 -1.70 -0.87
H -3.25 -3.13 1.94
H 1.35 -1.87 3.40
H 2.90 -4.74 1.82
H 1.74 -4.89 0.50
H -2.89 5.19 -0.01
H -2.96 -2.65 0.25
H 2.51 -3.19 3.61
H -3.92 0.42 1.48
H -6.36 0.45 -2.82
H -0.25 -0.07 -3.30
H 0.37 2.91 -7.21
H -2.70 2.87 0.91
```

---

Entry 2:
The following is a quantum chemistry calculation of a single C22H29N5O2 molecule at a distorted geometry, from the Open Molecules 2025 dataset.

Properties
Charge: 0
Frontier orbital gap, eV: 8.3
Energy, Ha: -1280.0585
ΔE to the lowest compared entry with this formula, charge and spin, kJ/mol: 27.9

```
58
C22H29N5O2 (ωB97M-V with the def2-TZVPD basis set)
O 1.44 -3.44 1.21
O 1.73 -1.27 -2.62
N 2.86 -1.10 -0.65
N -2.35 0.14 -0.15
N 0.54 -3.06 -0.82
N 2.82 1.66 -0.84
N 4.00 -0.98 1.35
C 2.87 -2.55 -0.52
C 1.54 -3.07 0.07
C -3.69 2.09 1.52
C 2.66 2.96 -1.17
C 4.55 -0.28 2.33
C -4.55 -0.79 -0.88
C 2.01 3.04 -2.37
C -0.82 -3.40 -0.45
C 3.98 1.79 1.31
C 3.40 1.07 0.27
C 2.27 0.88 -1.84
C -0.13 0.92 0.68
C 4.55 1.10 2.36
C -4.40 1.32 0.41
C 3.43 -0.34 0.34
C -3.76 -0.05 0.20
C -2.21 2.17 1.18
C 1.75 1.73 -2.81
C -1.55 -2.24 0.23
C 2.25 -0.55 -1.77
C -1.70 -1.03 -0.71
C -1.63 0.77 0.95
H 3.02 -2.98 -1.51
H 1.74 3.94 -2.88
H -0.98 -1.95 1.12
H 0.31 1.56 1.43
H -4.33 1.89 -0.52
H -5.46 1.20 0.65
H 5.00 1.63 3.19
H 1.26 1.42 -3.70
H -2.53 -2.58 0.55
H -2.26 -1.33 -1.60
H 3.01 3.75 -0.53
H 0.38 -0.04 0.72
H -4.12 3.09 1.63
H 4.99 -0.87 3.11
H -0.71 -0.72 -1.07
H -3.85 -0.62 1.15
H 0.02 1.37 -0.30
H -0.76 -4.24 0.25
H -4.38 -0.32 -1.85
H -4.28 -1.84 -0.94
H -1.67 2.67 1.98
H 3.97 2.87 1.29
H 3.68 -2.82 0.16
H -3.82 1.56 2.47
H -2.08 2.75 0.26
H -5.61 -0.73 -0.65
H -1.35 -3.72 -1.35
H -1.76 0.19 1.89
H 0.70 -2.63 -1.73
```

---

Entry 3:
The following is a quantum chemistry calculation of a single C6H11N3 molecule at a distorted geometry, from the Open Molecules 2025 dataset.

Properties
Charge: 0
Frontier orbital gap, eV: 9.1
Energy, Ha: -399.2562
ΔE to the lowest compared entry with this formula, charge and spin, kJ/mol: 627.6

```
20
C6H11N3 (ωB97M-V with the def2-TZVPD basis set)
N 1.60 -1.03 0.19
N -1.95 0.60 0.40
N -1.96 -0.54 1.16
C 1.67 0.40 -0.37
C -1.08 1.10 -0.42
C 0.20 -0.89 0.63
C 0.29 0.80 -1.01
C 0.51 1.18 -2.26
C -0.73 -1.47 1.55
H 1.99 1.14 0.44
H 1.36 1.05 -2.91
H -2.90 -0.53 1.63
H -1.56 2.04 -0.85
H 2.46 0.40 -1.08
H -0.56 -1.72 2.68
H -0.37 1.73 -2.74
H 2.14 -1.01 1.04
H -0.28 -0.86 -0.35
H -0.94 -2.44 1.19
H 0.10 0.06 1.07
```

---

Entry 4:
The following is a quantum chemistry calculation of a 2-piece molecular cluster, C2H8OS2 overall at a distorted geometry, from the Open Molecules 2025 dataset.

Properties
<S²>: 0.75
Charge: -1
Frontier orbital gap (spin up / spin down), eV: 3.5 / 6.6
Energy, Ha: -952.5934
ΔE to the lowest compared entry with this formula, charge and spin, kJ/mol: 9.9
Spin multiplicity: 2

```
13
C2H8OS2 (ωB97M-V with the def2-TZVPD basis set)
S 0.98 -0.68 1.26
S 0.84 0.96 -0.34
O -3.23 -2.25 -4.03
C 1.27 2.35 0.76
C -0.70 -0.49 1.95
H 1.58 3.16 0.13
H -0.90 0.55 2.13
H 0.44 2.67 1.39
H -3.74 -1.51 -3.69
H 2.09 2.04 1.39
H -0.72 -1.05 2.87
H -2.63 -2.49 -3.32
H -1.44 -0.88 1.26
```

---

Entry 5:
The following is a quantum chemistry calculation of a 6-piece molecular cluster, C38H31BO20 overall at a distorted geometry, from the Open Molecules 2025 dataset.

Properties
Charge: 0
Frontier orbital gap, eV: 6.1
Energy, Ha: -2995.8095

```
90
C38H31BO20 (ωB97M-V with the def2-TZVPD basis set)
O 5.35 1.23 2.25
O 7.91 2.17 1.95
O 1.64 -0.77 -3.20
O -0.63 0.06 -1.90
O -1.12 -3.98 -5.31
O -5.46 7.82 2.14
O 0.37 -4.03 -2.08
O 7.28 -3.09 2.39
O -3.40 -3.09 -4.08
O -0.61 -5.55 -0.02
O -5.80 5.60 3.71
O -5.25 -1.54 -1.15
O -10.29 -3.86 -2.03
O 2.93 -4.43 2.91
O -8.01 -4.75 -3.27
O -7.52 -0.71 0.15
O -1.93 3.45 2.05
O -1.54 5.71 0.54
O 3.86 -2.83 0.88
O 9.85 -2.14 2.18
C -9.07 -3.27 -1.77
C 7.78 0.95 2.07
C 2.26 -4.35 1.70
C -3.49 6.81 1.30
C 0.53 3.46 0.71
C -2.07 -1.49 -2.96
C -0.99 -3.04 -4.54
C 1.15 0.73 0.55
C -4.82 5.60 2.97
C -4.56 6.77 2.10
C -8.96 -2.26 -0.91
C 3.57 4.29 -0.54
C -3.89 4.47 2.91
C -2.18 -2.50 -3.82
C 4.25 1.51 -0.70
C 2.83 -3.47 0.65
C -2.54 5.69 1.26
C 1.02 -4.09 -0.86
C 3.14 2.70 -0.31
C 6.26 -0.96 2.33
C 7.41 -1.87 2.31
C -2.82 4.51 2.11
C 0.95 5.05 0.49
C -6.47 -2.15 -1.39
C 0.42 -1.38 -3.43
C -6.58 -3.16 -2.25
C 1.66 2.30 0.28
C 0.43 -4.95 0.20
C 6.43 0.36 2.22
C 0.31 -2.39 -4.29
C -7.65 -1.63 -0.64
C 1.13 -5.03 1.49
C 8.94 0.04 2.06
C 2.14 -3.40 -0.65
C 8.77 -1.28 2.18
C -7.88 -3.81 -2.49
C 2.44 5.43 -0.14
C -0.76 -0.86 -2.69
B 1.08 0.59 2.22
H -4.10 3.61 3.54
H 3.71 -3.84 2.81
H -9.81 -1.86 -0.38
H 1.17 -2.78 -4.84
H 5.31 2.04 -0.71
H 4.22 0.70 0.18
H 0.18 5.90 0.78
H -2.92 -1.09 -2.43
H 1.23 -0.45 2.75
H -0.51 3.12 1.14
H -1.25 3.72 1.40
H 0.70 -5.68 2.25
H 0.06 0.59 0.08
H 9.92 0.49 1.97
H 0.93 1.59 2.86
H -0.42 -4.61 -1.98
H 4.00 1.00 -1.74
H 1.89 -0.07 0.08
H -6.14 7.55 2.79
H 5.73 2.12 2.15
H 9.47 -3.04 2.28
H -5.43 -0.84 -0.49
H 1.46 -0.07 -2.54
H -10.11 -4.57 -2.68
H 2.58 -2.77 -1.41
H -3.22 -3.80 -4.73
H -5.73 -3.55 -2.79
H 4.64 4.57 -0.98
H 5.28 -1.40 2.45
H -3.29 7.66 0.66
H 2.68 6.57 -0.32
```

---

Entry 6:
The following is a quantum chemistry calculation of an isolated ion of composition C4H6ClN2O and charge +1 at a distorted geometry, from the Open Molecules 2025 dataset.

Properties
Charge: +1
Frontier orbital gap, eV: 9.4
Energy, Ha: -800.6353
ΔE to the lowest compared entry with this formula, charge and spin, kJ/mol: 188.4

```
14
C4H6ClN2O (ωB97M-V with the def2-TZVPD basis set)
Cl 2.54 -0.05 0.48
O 0.83 -0.48 -1.42
N 0.28 1.43 -0.22
N -1.78 0.38 -0.03
C -1.39 -0.80 0.28
C 0.00 -0.99 0.84
C -1.02 1.46 -0.05
C 0.93 0.02 -0.19
H 1.04 2.06 -0.52
H 1.62 -0.98 -1.86
H -2.07 -1.57 -0.06
H 0.24 -2.08 0.69
H -1.61 2.33 0.18
H 0.39 -0.73 1.88
```

---

Entry 7:
The following is a quantum chemistry calculation of C15H8BCl3MoNO6S4 as an isolated structure at a distorted geometry, from the Open Molecules 2025 dataset.

Properties
<S²>: 0.78
Charge: -2
Frontier orbital gap (spin up / spin down), eV: 4.7 / 4.7
Energy, Ha: -4149.1449
Spin multiplicity: 2

```
39
C15H8BCl3MoNO6S4 (ωB97M-V with the def2-TZVPD basis set)
Mo -0.46 0.44 -0.27
Cl -5.40 -0.84 1.89
Cl -4.43 1.92 3.20
Cl -3.29 -0.51 4.29
S -0.46 -1.81 -1.53
S -1.09 2.20 -1.75
S 2.65 0.25 1.03
S 0.28 2.47 1.14
O -0.59 -3.09 -2.15
O 0.59 -0.93 -2.26
O -1.65 -0.94 -1.64
O 2.89 -0.06 -2.39
O -0.11 -1.82 -0.10
O 2.49 -2.12 -1.30
N -1.87 0.47 0.98
C 4.99 -0.76 -3.44
C -0.30 3.88 0.29
C -0.63 6.27 0.21
C -1.40 4.90 -1.60
C 5.84 -1.85 -3.62
C 3.85 -0.95 -2.68
C -3.50 0.49 2.90
C 5.56 -3.08 -3.05
C 3.60 -2.19 -2.06
C -0.15 5.15 0.85
C -1.27 6.15 -1.02
C -0.92 3.76 -0.96
C -2.58 0.50 1.93
C 1.59 0.10 -0.19
C 4.43 -3.27 -2.25
B 1.92 -0.76 -1.52
H 5.21 0.21 -3.86
H 0.35 5.22 1.81
H -1.89 4.79 -2.55
H 6.22 -3.91 -3.23
H -0.52 7.24 0.67
H 4.21 -4.22 -1.80
H -1.66 7.02 -1.52
H 6.73 -1.73 -4.22
```

---

Entry 8:
The following is a quantum chemistry calculation of C6H6NO as an isolated structure at a distorted geometry, from the Open Molecules 2025 dataset.

Properties
Charge: +1
Frontier orbital gap (spin up / spin down), eV: 7.8 / 7.6
Energy, Ha: -361.7582
ΔE to the lowest compared entry with this formula, charge and spin, kJ/mol: 350.5

```
14
C6H6NO (ωB97M-V with the def2-TZVPD basis set)
O 1.80 0.53 1.08
N -0.14 -0.39 -0.45
C -0.59 0.83 -0.91
C -0.79 -0.46 0.69
C -1.85 1.21 -0.53
C 2.07 0.07 0.00
C -1.79 0.59 0.73
C 1.12 -1.02 -0.66
H -0.58 -1.28 1.39
H -2.27 2.08 -0.85
H -2.48 0.94 1.58
H 3.09 0.04 -0.34
H 1.15 -1.86 -0.05
H 1.27 -1.28 -1.67
```